[1]
C3H6N2OS | the ωB97M-V functional and the def2-TZVPD basis

Structure (XYZ):
```
13
Properties=species:S:1:pos:R:3:forces:R:3
C -0.631589 -0.743598 -0.700579 1.053 -3.340 0.712
C -0.373178 0.330542 0.284778 1.714 -1.890 -0.331
N -1.275989 1.388374 0.270414 0.150 -2.142 0.723
O -0.115409 -0.180312 1.548666 -1.804 3.269 0.097
S 1.347973 1.106844 -0.503175 -0.041 1.160 0.199
C 2.350073 -0.187370 -0.225749 -0.777 0.582 0.031
N 2.827904 -1.177620 0.091240 0.887 -1.254 0.265
H 0.247565 -1.117172 -1.214754 0.275 0.315 -0.010
H -1.029086 -1.725180 -0.316415 -0.138 1.280 0.375
H -1.280281 -0.425798 -1.412817 -1.982 1.022 -2.211
H -1.167940 1.791112 1.159965 -0.321 1.805 0.805
H -1.291437 1.900994 -0.585162 -0.031 0.622 0.012
H 0.391389 -0.960818 1.603588 1.015 -1.431 -0.667
```
Positions in Å, forces in eV/Å.

Values from the calculation:
Frontier orbital gap, eV: 9.98
ΔE to the lowest compared entry with this formula, charge and spin, kcal per mole: 49.67
Charge: 0
Max |F|, eV Å⁻¹: 3.7
SMILES string: C[C@@](N)(O)SC#N

=====

[2]
C3H6N2OS | the ωB97M-V functional and the def2-TZVPD basis

Structure (XYZ):
```
13
Properties=species:S:1:pos:R:3:forces:R:3
C 1.714215 -0.546566 2.135083 -0.358 -0.156 -1.440
C 0.576736 -0.011801 1.732666 -0.744 -0.517 0.187
N -0.006355 -0.124610 0.433353 1.378 0.029 0.834
S 1.142561 -0.581348 -0.790128 -0.546 0.151 -0.674
C -1.124494 0.618367 0.314030 -2.079 2.043 0.441
N -1.954970 0.944452 -0.632501 1.331 -0.791 0.624
O -1.548774 0.379572 -1.893406 -0.057 -0.001 0.470
H 1.962063 -0.498107 3.156091 0.518 0.061 0.901
H 2.306015 -1.085016 1.408738 0.399 -0.077 0.336
H -0.096051 0.455877 2.456105 0.333 -0.092 -0.274
H 0.333782 -0.230940 -1.831107 0.354 -0.215 0.512
H -1.329617 1.087824 1.344740 -0.449 -0.596 -2.072
H -2.336436 0.436468 -2.441921 -0.082 0.160 0.155
```
Positions in Å, forces in eV/Å.

Values from the calculation:
Frontier orbital gap, eV: 8.85
ΔE to the lowest compared entry with this formula, charge and spin, kcal per mole: 103.99
Charge: 0
Max |F|, eV Å⁻¹: 2.9
SMILES string: C=CN(S)/C=N\O

=====

[3]
C3H6N2OS | the ωB97M-V functional and the def2-TZVPD basis

Structure (XYZ):
```
13
Properties=species:S:1:pos:R:3:forces:R:3
C 0.863989 1.831968 0.109500 -0.527 0.737 -1.126
N 0.054328 0.608366 0.256048 -0.002 0.370 0.019
C -1.270017 0.687240 -0.096359 0.675 -0.297 0.012
S -2.322840 -0.567839 -0.180985 0.189 0.532 0.048
C 0.616135 -0.644667 0.658974 -1.010 1.176 -0.948
N 1.651865 -1.237226 0.271404 1.108 0.198 -0.217
O 2.417286 -0.464637 -0.604123 0.084 -0.035 -0.238
H 1.377560 1.766696 -0.876168 0.279 0.113 1.039
H 0.150188 2.702675 -0.036320 0.805 -1.015 0.598
H 1.525384 2.025364 0.979201 -0.339 -0.298 -0.737
H -1.512159 1.730356 -0.390643 -0.168 -0.751 0.295
H -0.044580 -1.216406 1.234286 -0.774 -0.768 0.956
H 3.126755 -1.051396 -0.906455 -0.321 0.038 0.298
```
Positions in Å, forces in eV/Å.

Values from the calculation:
Frontier orbital gap, eV: 9.04
ΔE to the lowest compared entry with this formula, charge and spin, kcal per mole: 76.81
Charge: 0
Max |F|, eV Å⁻¹: 1.8
SMILES string: CN(C=S)/C=N\O

=====

[4]
C3H6N2OS | the ωB97M-V functional and the def2-TZVPD basis

Structure (XYZ):
```
13
Properties=species:S:1:pos:R:3:forces:R:3
C 0.381642 3.050754 0.104942 0.456 -0.453 -0.111
N 0.040370 1.832138 0.195255 -0.707 0.051 -0.116
N 0.821046 0.869912 -0.363120 0.074 0.233 0.368
C 0.452658 -0.456185 -0.268885 0.011 -0.757 -0.267
O 1.148389 -1.348793 -0.718476 -0.377 0.816 0.360
S -1.153674 -0.783215 0.504138 0.736 0.660 -0.253
C -1.100488 -2.551400 0.329286 -0.572 -0.943 -1.040
H 1.350788 3.278598 -0.343415 -0.083 0.453 -0.085
H -0.272874 3.848930 0.474938 0.314 -0.564 -0.028
H 1.737881 1.085799 -0.764797 -0.365 -0.147 0.133
H -2.062512 -2.925487 0.695064 0.155 0.160 0.146
H -1.042171 -2.886768 -0.732341 0.138 0.470 0.738
H -0.301055 -3.014282 0.887411 0.219 0.021 0.155
```
Positions in Å, forces in eV/Å.

Values from the calculation:
Frontier orbital gap, eV: 10.04
ΔE to the lowest compared entry with this formula, charge and spin, kcal per mole: 43.25
Charge: 0
Max |F|, eV Å⁻¹: 1.5
SMILES string: C=NNC(=O)SC

=====

[5]
C3H6N2OS | the ωB97M-V functional and the def2-TZVPD basis

Structure (XYZ):
```
13
Properties=species:S:1:pos:R:3:forces:R:3
C 0.624096 0.101517 -2.211214 1.415 0.690 -3.674
C -0.321910 -0.109581 -1.130222 -1.019 -1.193 2.794
C 0.088058 -0.699040 0.033771 -3.362 2.165 -3.201
N -0.867806 -0.914195 1.047936 0.025 -0.051 0.466
S -0.855529 -0.038073 2.275513 2.364 -1.372 -0.518
N 0.429414 0.806327 2.430625 -2.024 0.979 1.749
O -1.776539 -0.419750 3.301960 -0.205 0.878 0.092
H 0.829211 1.185224 -2.360283 0.214 -0.486 0.416
H 0.291167 -0.136689 -3.267034 -0.556 -0.026 1.168
H 1.606531 -0.462308 -2.271706 -1.040 0.650 1.144
H -1.402193 0.232410 -1.132360 1.456 -0.310 -0.527
H 1.083792 -0.950149 -0.014990 2.200 -1.084 1.268
H 0.271707 1.404307 3.298003 0.531 -0.840 -1.176
```
Positions in Å, forces in eV/Å.

Values from the calculation:
Frontier orbital gap, eV: 8.25
ΔE to the lowest compared entry with this formula, charge and spin, kcal per mole: 113.00
Charge: 0
Max |F|, eV Å⁻¹: 5.1
SMILES string: C/C=C/N=S(=N)=O

=====

[6]
C3H6N2OS | the ωB97M-V functional and the def2-TZVPD basis

Structure (XYZ):
```
13
Properties=species:S:1:pos:R:3:forces:R:3
O 1.797336 -1.645802 1.047532 -1.049 0.456 0.922
C 0.694529 -1.326781 1.440366 -0.455 -0.114 -2.759
C -0.380050 -0.734121 0.494676 -0.496 -0.235 -0.568
N 0.163705 -0.641154 -0.840374 0.681 -1.007 0.498
N -0.263261 0.484179 -1.516555 -2.002 0.549 -0.891
C -0.201210 1.590335 -0.612850 -0.495 1.422 1.038
S -0.674257 1.014464 1.112131 -0.069 -0.543 -0.716
H 0.260787 -1.397603 2.399349 0.322 -0.438 1.948
H -1.377339 -1.277692 0.374065 1.312 0.503 1.021
H 1.176849 -0.669879 -0.739051 -0.039 0.181 -0.447
H -1.232353 0.334118 -1.794529 0.207 -0.227 -0.164
H 0.854800 1.707156 -0.603577 0.863 1.353 0.560
H -0.819537 2.562780 -0.761184 1.219 -1.898 -0.442
```
Positions in Å, forces in eV/Å.

Values from the calculation:
Frontier orbital gap, eV: 9.72
ΔE to the lowest compared entry with this formula, charge and spin, kcal per mole: 70.47
Charge: 0
Max |F|, eV Å⁻¹: 2.8
SMILES string: O=C[C@@H]1NNCS1

=====

[7]
C3H6N2OS | the ωB97M-V functional and the def2-TZVPD basis

Structure (XYZ):
```
13
Properties=species:S:1:pos:R:3:forces:R:3
C -1.657338 -2.046335 -0.622374 0.932 -1.692 -0.093
C -0.177764 -0.093517 -0.269545 -1.004 -0.365 -1.485
C 1.353624 2.076384 1.284467 -5.708 -0.724 -3.359
H -0.831401 -2.278574 0.514975 -3.041 0.445 -3.695
H -1.219545 -2.677560 -1.573600 -1.135 1.353 2.725
H -3.016414 -2.386188 -0.559356 4.449 1.926 -0.070
H -1.168973 1.503278 -0.762174 -2.133 1.277 -0.930
H 1.781287 2.981804 1.748351 -0.241 -0.929 -0.196
H 1.358921 0.982472 1.501817 1.467 1.066 0.335
N -0.342040 1.283823 -0.326538 4.084 -1.603 3.491
N 0.293852 2.337338 0.434345 3.077 -0.797 1.025
O -1.261609 -0.599853 -1.004804 -0.292 -1.581 2.083
S 1.025949 -1.143358 0.253655 -0.456 1.625 0.169
```
Positions in Å, forces in eV/Å.

Values from the calculation:
Frontier orbital gap, eV: 8.94
ΔE to the lowest compared entry with this formula, charge and spin, kcal per mole: 153.37
Charge: 0
Max |F|, eV Å⁻¹: 6.7

=====

[8]
C3H6N2OS | the ωB97M-V functional and the def2-TZVPD basis

Structure (XYZ):
```
13
Properties=species:S:1:pos:R:3:forces:R:3
C 1.613039 -1.008686 -0.180519 2.336 -0.017 -0.082
C -0.892513 0.253472 -0.325992 1.906 2.041 2.796
C -0.699994 0.356194 1.219294 -2.154 -0.632 -0.184
N -0.134706 0.757102 -1.226534 -1.874 -1.222 -0.926
N 1.045052 1.348104 -1.144265 1.135 0.956 0.604
O -2.069896 -0.227840 -0.652974 -0.618 -0.729 1.265
S 2.279408 0.476458 -0.634121 -2.025 -1.699 0.584
H 0.717548 -1.413060 -0.685848 0.714 0.290 0.681
H 2.369609 -1.640038 0.353337 -0.962 0.368 -0.826
H -1.579757 0.935466 1.652522 0.687 -0.949 -0.668
H 0.113651 0.995269 1.460133 1.134 0.035 0.049
H -0.671769 -0.665863 1.747590 0.171 1.569 -1.021
H -2.089674 -0.166577 -1.582623 -0.451 -0.013 -2.271
```
Positions in Å, forces in eV/Å.

Values from the calculation:
Frontier orbital gap (spin up / spin down), eV: 7.70 / 7.64
ΔE to the lowest compared entry with this formula, charge and spin, kcal per mole: 111.26
Charge: 0
Max |F|, eV Å⁻¹: 4.0

=====

[9]
C3H6N2OS2 | the ωB97M-V functional and the def2-TZVPD basis

Structure (XYZ):
```
14
Properties=species:S:1:pos:R:3:forces:R:3
C -2.991512 -0.308397 0.138047 -4.123 -1.326 -2.188
C -1.620615 -0.000115 -0.018927 3.633 2.480 -1.151
N -0.970781 1.124279 -0.113408 -0.624 -1.339 0.439
O -1.743398 2.326880 -0.065475 2.783 1.352 1.796
S -0.696685 -1.541826 -0.037626 2.367 0.720 0.117
N 1.015749 -1.124830 -0.263455 1.241 -0.122 -1.526
C 1.967535 -0.483049 0.522864 -1.499 2.189 0.813
S 3.043504 0.668563 -0.078309 -0.848 -2.047 0.536
H -3.714624 -0.234233 -0.813204 1.971 0.366 1.652
H -3.139356 -1.387357 0.353264 0.109 0.618 0.520
H -3.410662 0.339848 0.869420 -0.609 0.287 0.814
H -1.004180 3.023748 0.358153 -2.931 -2.854 -1.878
H 1.443962 -1.149696 -1.242792 -1.685 0.136 1.416
H 1.775734 -0.481931 1.640061 0.217 -0.461 -1.359
```
Positions in Å, forces in eV/Å.

Values from the calculation:
Frontier orbital gap, eV: 8.62
ΔE to the lowest compared entry with this formula, charge and spin, kcal per mole: 108.10
Charge: 0
Max |F|, eV Å⁻¹: 4.9
SMILES string: C/C(=N\O)SNC=S

=====

[10]
C3H6N2OS2 | the ωB97M-V functional and the def2-TZVPD basis

Structure (XYZ):
```
14
Properties=species:S:1:pos:R:3:forces:R:3
C -2.875393 -0.561501 -0.002598 0.268 0.143 0.557
O -1.959333 0.532088 0.001626 -0.481 0.239 -0.111
N -0.679854 0.082228 0.001571 0.474 0.245 0.015
C 0.165137 1.034448 0.001575 -0.040 0.424 0.007
C 1.617994 0.703871 0.005645 -0.014 -0.441 -0.092
S 2.751895 1.901613 -0.000208 -0.062 -0.077 0.022
N 1.879927 -0.615537 -0.006263 -0.711 -0.028 0.068
S 3.429663 -1.343443 0.001708 -0.283 -0.171 0.001
H -3.864455 -0.118512 -0.002059 -0.063 0.056 0.085
H -2.711621 -1.160632 0.899619 -0.182 -0.014 -0.190
H -2.749839 -1.159875 -0.888933 0.104 -0.292 -0.349
H -0.118489 2.107751 -0.004098 0.162 -0.826 0.014
H 1.060697 -1.243277 0.007762 0.723 0.462 -0.026
H 4.053672 -0.159220 -0.015341 0.105 0.280 -0.004
```
Positions in Å, forces in eV/Å.

Values from the calculation:
Frontier orbital gap, eV: 8.38
ΔE to the lowest compared entry with this formula, charge and spin, kcal per mole: 77.29
Charge: 0
Max |F|, eV Å⁻¹: 0.9
SMILES string: CO/N=C/C(=S)NS

=====

[11]
C3H6N2OSi | the ωB97M-V functional and the def2-TZVPD basis

Structure (XYZ):
```
13
Properties=species:S:1:pos:R:3:forces:R:3
O 1.827514 -2.790802 -0.061424 -1.918 1.549 -0.897
N 1.310437 -1.645275 0.327984 1.264 -0.508 0.144
C 1.831406 -1.040928 1.390678 1.541 0.124 1.756
C 1.219218 0.173470 1.680223 -0.482 1.638 0.086
C 0.244217 0.265054 0.713043 -1.009 2.137 -0.025
N 0.300538 -0.747748 -0.204816 -0.989 0.251 0.275
Si -1.108450 -0.141467 -1.495949 3.338 -3.437 0.156
H 2.680878 -1.451769 2.027255 -1.425 0.075 -1.566
H 1.523726 1.001991 2.396085 -0.633 -1.679 -0.875
H -0.596053 1.063663 0.578654 2.038 -1.458 0.466
H -0.567198 0.810059 -2.421519 0.535 0.195 -0.617
H -1.509053 -1.461121 -1.975232 -0.351 0.155 -0.420
H -1.988283 0.562995 -0.736526 -1.909 0.957 1.517
```
Positions in Å, forces in eV/Å.

Values from the calculation:
Frontier orbital gap, eV: 7.67
ΔE to the lowest compared entry with this formula, charge and spin, kcal per mole: 58.05
Charge: 0
Max |F|, eV Å⁻¹: 4.8
SMILES string: [O-][n+]1cccn1[SiH3]

=====

[12]
C3H6N2S | the ωB97M-V functional and the def2-TZVPD basis

Structure (XYZ):
```
12
Properties=species:S:1:pos:R:3:forces:R:3
S -2.026218 -0.482240 -0.105246 -0.110 -0.260 0.011
N -1.116625 0.881505 0.224668 -1.034 0.672 0.610
C 0.116549 0.946603 0.095551 2.122 1.717 -1.973
C 1.068529 -0.044901 -0.417584 -2.923 -2.346 -0.036
C 1.834681 -0.631285 0.676710 1.786 -2.544 1.384
N 2.453735 0.149128 -0.379979 0.731 1.646 0.892
H -3.151613 0.151773 0.242782 -0.165 -0.283 -0.079
H 0.652853 1.920422 0.174223 -0.733 -0.290 0.692
H 0.694765 -0.865076 -1.072142 -0.080 0.933 0.155
H 1.895111 -0.205482 1.689671 -0.214 0.115 -0.694
H 1.970183 -1.756775 0.710885 -0.151 1.458 -0.277
H 2.879866 -0.365957 -1.102359 0.771 -0.818 -0.685
```
Positions in Å, forces in eV/Å.

Values from the calculation:
Frontier orbital gap, eV: 9.77
ΔE to the lowest compared entry with this formula, charge and spin, kcal per mole: 67.11
Charge: 0
Max |F|, eV Å⁻¹: 3.7
SMILES string: S/N=C\[C@@H]1CN1